ORCA calculation (the ωB97M-V functional and the def2-TZVPD basis) on 6 unconnected molecules or ions with the total composition C6H22NO6.

Results
Gap between HOMO and LUMO   8.670 eV
LUMO energy   3.392 eV
Energy relative to the best compared isomer or geometry (same formula, charge and spin)   0.00 kJ/mol
Electronic energy   -748.036519 hartree

```
! wB97M-V def2-TZVPD RIJCOSX def2/J DEFGRID3
* xyz -1 1
C -3.06 -1.05 -0.34
O -1.97 -1.65 -0.99
C -2.68 -0.04 0.72
C -1.99 1.22 0.14
C -0.79 1.76 0.89
C -0.53 3.07 0.85
C 1.16 1.30 2.22
N 0.02 0.77 1.47
H -3.60 -1.85 0.19
H -3.76 -0.68 -1.09
H -2.09 -0.46 1.54
H -3.59 0.28 1.24
H -1.61 0.95 -0.85
H -2.74 2.00 0.05
H 0.40 3.55 1.14
H -1.17 3.79 0.35
H 1.76 2.05 1.71
H 0.72 1.80 3.09
H 1.80 0.49 2.56
H 0.39 0.18 0.69
H 0.30 -1.84 -0.73
H -1.09 -1.25 -0.79
O 0.60 -0.93 -0.55
H 0.37 -2.18 1.21
H 0.59 -1.55 2.57
O 0.54 -2.41 2.14
H 1.00 -0.28 -2.33
H 0.03 -1.22 -2.95
O 0.69 -0.56 -3.22
H 2.21 -1.39 -0.46
H 2.92 -1.49 -1.85
O 3.09 -1.55 -0.91
H 2.89 0.52 -1.09
H 2.61 1.76 -1.97
O 3.24 1.39 -1.34
*
```

Here are the Mulliken charges for atoms 1 to 2, given in e: C -0.546; O -0.562

---

ORCA calculation (the ωB97M-V functional and the def2-TZVPD basis) on 13 unconnected molecules or ions with the total composition C44H83Br2Cl24IN3O8P2.

Results
Gap between HOMO and LUMO   7.641 eV
LUMO energy   -3.689 eV
Energy relative to the best compared isomer or geometry (same formula, charge and spin)   106.44 kJ/mol
Electronic energy   -19665.431540 hartree

```
! wB97M-V def2-TZVPD RIJCOSX def2/J DEFGRID3
* xyz 1 1
C 4.21 -4.01 0.60
O 3.08 -3.43 1.23
C 1.92 -3.42 0.47
N 1.28 -2.09 0.58
C 1.75 -1.08 -0.06
C 2.97 -1.17 -0.89
Br 4.62 -0.62 -0.10
C 2.98 -1.64 -2.15
C 1.77 -2.13 -2.87
Br 4.56 -1.76 -3.17
C 0.88 0.12 0.27
I 2.19 1.20 1.71
C 0.67 1.22 -0.82
N 1.21 0.87 -2.11
C -0.42 -0.46 0.91
C -0.95 0.44 2.01
O -1.05 1.77 1.50
C -1.58 2.60 2.48
C -0.65 3.16 3.52
O -2.76 2.87 2.47
N -1.52 -0.84 0.00
C -2.72 0.02 -0.03
C -1.20 -1.30 -1.32
C -1.56 -0.47 -2.54
O -0.70 -2.41 -1.49
C 0.11 -1.86 1.47
C -0.87 -3.00 1.56
C -2.05 -2.78 2.55
C -3.38 -2.85 1.78
C -4.56 -2.30 2.54
O -4.65 -3.03 3.77
P 0.95 -1.77 3.21
P 1.08 -3.68 4.17
O 2.14 -3.50 5.17
O -0.30 -4.06 4.86
O 1.39 -4.93 3.23
H 5.08 -3.48 0.97
H 4.33 -5.06 0.87
H 4.20 -3.89 -0.47
H 1.22 -4.17 0.83
H 2.10 -3.66 -0.58
H 1.01 -1.35 -2.85
H 2.01 -2.36 -3.90
H 1.36 -3.04 -2.44
H -0.40 1.41 -0.85
H 1.09 2.16 -0.49
H 2.18 1.12 -2.19
H 0.68 1.33 -2.84
H -0.28 0.45 2.87
H -1.90 0.08 2.38
H 0.37 3.20 3.18
H -0.71 2.55 4.42
H -0.99 4.16 3.75
H -3.26 0.00 0.90
H -2.49 1.04 -0.31
H -3.41 -0.35 -0.78
H -2.51 -0.87 -2.89
H -0.84 -0.62 -3.32
H -1.73 0.58 -2.34
H -0.37 -3.93 1.82
H -1.32 -3.21 0.60
H -1.96 -1.86 3.13
H -2.05 -3.64 3.20
H -3.30 -2.45 0.78
H -3.58 -3.91 1.66
H -5.47 -2.51 1.98
H -4.52 -1.22 2.69
H -4.93 -2.45 4.48
H 2.29 -1.46 2.94
H -0.53 -3.30 5.42
H 2.28 -5.24 3.44
Cl -1.25 0.57 -6.12
C -2.92 0.06 -6.49
C -3.90 1.19 -6.32
Cl -4.08 1.66 -4.60
H -3.17 -0.78 -5.85
H -2.92 -0.28 -7.53
H -4.88 0.88 -6.67
H -3.59 2.07 -6.87
Cl -1.89 0.04 5.93
C -3.64 -0.05 5.60
C -4.21 1.28 5.15
Cl -4.18 2.49 6.45
H -4.13 -0.40 6.51
H -3.78 -0.79 4.81
H -5.25 1.15 4.85
H -3.66 1.69 4.31
Cl -0.07 3.45 -3.99
C 1.13 4.42 -4.88
C 1.21 4.02 -6.33
Cl 1.91 2.39 -6.56
H 2.08 4.30 -4.37
H 0.82 5.46 -4.81
H 1.87 4.72 -6.85
H 0.24 4.04 -6.80
Cl -4.61 -4.28 -0.81
C -4.58 -6.03 -1.17
C -5.39 -6.80 -0.16
Cl -4.63 -6.76 1.45
H -3.54 -6.35 -1.18
H -4.99 -6.16 -2.16
H -5.45 -7.84 -0.47
H -6.39 -6.41 -0.07
Cl 2.40 7.65 -9.79
C 3.97 7.59 -8.95
C 3.98 6.57 -7.84
Cl 2.91 7.04 -6.49
H 4.19 8.58 -8.57
H 4.73 7.33 -9.69
H 4.98 6.47 -7.43
H 3.66 5.59 -8.20
Cl 0.33 8.81 -3.76
C -0.22 8.87 -5.46
C -1.64 8.42 -5.62
Cl -1.84 6.67 -5.28
H 0.46 8.26 -6.05
H -0.12 9.90 -5.79
H -1.96 8.58 -6.65
H -2.31 8.96 -4.96
Cl 4.06 3.57 -3.55
C 5.41 3.49 -4.72
C 6.54 4.41 -4.33
Cl 6.09 6.13 -4.49
H 5.02 3.72 -5.70
H 5.76 2.45 -4.72
H 7.39 4.24 -4.98
H 6.85 4.24 -3.30
Cl 6.32 2.45 -0.72
C 7.79 2.91 0.19
C 8.39 4.20 -0.32
Cl 9.09 4.01 -1.95
H 8.50 2.09 0.12
H 7.49 3.03 1.23
H 9.21 4.50 0.34
H 7.66 5.00 -0.36
Cl -8.42 -6.92 1.67
C -7.82 -7.61 3.20
C -8.05 -9.09 3.29
Cl -9.78 -9.49 3.43
H -8.30 -7.07 4.02
H -6.75 -7.40 3.24
H -7.56 -9.48 4.18
H -7.66 -9.61 2.42
Cl -4.61 -0.27 10.00
C -3.84 1.34 10.02
C -3.78 1.94 11.40
Cl -5.40 2.37 12.02
H -4.39 1.98 9.34
H -2.83 1.22 9.64
H -3.20 2.86 11.38
H -3.33 1.25 12.11
Cl 4.17 -5.54 -5.07
C 5.83 -5.70 -4.44
C 5.93 -6.78 -3.39
Cl 5.06 -6.35 -1.90
H 6.13 -4.73 -4.04
H 6.47 -5.94 -5.28
H 6.97 -6.93 -3.12
H 5.53 -7.72 -3.75
Cl -0.79 2.00 8.25
C 0.94 2.37 8.50
C 1.73 2.20 7.23
Cl 1.84 0.49 6.72
H 1.31 1.72 9.29
H 1.00 3.40 8.85
H 2.75 2.55 7.39
H 1.29 2.77 6.41
*
```

Here are the Mulliken charges for atoms 1 to 2, given in e: C -0.924; O -0.176

---

ORCA calculation (the ωB97M-V functional and the def2-TZVPD basis) on a molecular structure, C16H21Cl3Ge2I2PtSi.

Results
Gap between HOMO and LUMO (spin up / spin down)   5.565 / 5.818 eV
LUMO energy (spin up / spin down)   -11.449 / -11.696 eV
Energy relative to the best compared isomer or geometry (same formula, charge and spin)   51.96 kJ/mol
Electronic energy   -7159.939175 hartree

```
! wB97M-V def2-TZVPD RIJCOSX def2/J DEFGRID3
* xyz 3 2
Pt 1.09 -0.35 0.33
I 3.29 0.85 0.92
C 4.21 -1.05 1.28
I 2.68 -2.47 1.63
H 4.87 -0.97 2.13
H 4.74 -1.31 0.37
C -4.02 2.05 0.30
Ge -3.74 1.32 2.05
C -4.03 -0.56 2.29
C -4.01 2.45 3.57
Ge -0.39 1.13 1.80
C -0.43 2.99 1.45
C -0.84 3.92 2.44
C -0.80 5.27 2.17
C -0.39 5.72 0.92
C -0.01 4.82 -0.07
C -0.06 3.47 0.18
C -0.11 0.67 3.63
C 0.64 1.52 4.46
C 0.94 1.14 5.75
C 0.49 -0.08 6.24
C -0.25 -0.94 5.43
C -0.54 -0.58 4.13
H -5.12 2.05 0.21
H -3.62 1.44 -0.50
H -3.67 3.08 0.22
H -5.05 -0.71 1.92
H -3.99 -0.84 3.35
H -3.38 -1.21 1.71
H -5.06 2.28 3.82
H -3.87 3.50 3.33
H -3.42 2.17 4.43
H -1.15 3.57 3.41
H -1.09 5.99 2.93
H -0.37 6.79 0.71
H 0.30 5.19 -1.04
H 0.20 2.76 -0.60
H 1.00 2.48 4.08
H 1.52 1.79 6.39
H 0.71 -0.36 7.26
H -0.59 -1.89 5.83
H -1.10 -1.25 3.50
Cl -0.53 -1.73 -0.88
Si 1.06 -0.84 -1.91
Cl 2.34 -2.13 -2.66
Cl 0.54 0.69 -3.05
*
```

Here are the Mulliken charges for atoms 1 to 2, given in e: Pt 0.604; I 0.248

---

ORCA calculation (the ωB97M-V functional and the def2-TZVPD basis) on 2 unconnected molecules or ions with the total composition C2H4N2S.

Results
Gap between HOMO and LUMO (spin up / spin down)   7.341 / 7.345 eV
LUMO energy (spin up / spin down)   -2.578 / -2.577 eV
Energy relative to the best compared isomer or geometry (same formula, charge and spin)   388.83 kJ/mol
Electronic energy   -586.146291 hartree

```
! wB97M-V def2-TZVPD RIJCOSX def2/J DEFGRID3
* xyz 0 1
C 2.81 -0.52 -0.20
C -1.41 -0.07 -0.27
N 3.70 -1.20 -0.30
N -0.42 0.51 0.59
S 0.83 1.41 0.02
H -2.04 0.62 -0.91
H -0.92 -0.69 -0.93
H -2.03 -0.57 0.33
H -0.52 0.50 1.67
*
```

Here are the Mulliken charges for atoms 1 to 2, given in e: C -0.207; C -0.727

---

ORCA calculation (the ωB97M-V functional and the def2-TZVPD basis) on C4H9P3 in the gas phase.

Results
Gap between HOMO and LUMO   8.140 eV
LUMO energy   -0.046 eV
SMILES   CP1CC=P#P1C
Energy relative to the best compared isomer or geometry (same formula, charge and spin)   96.69 kJ/mol
Electronic energy   -1181.776418 hartree

```
! wB97M-V def2-TZVPD RIJCOSX def2/J DEFGRID3
* xyz 0 1
C 2.01 0.17 1.21
P 1.01 0.02 -0.39
C -0.12 1.77 -0.62
C -1.44 1.66 -0.05
P -2.16 0.32 0.64
P -0.53 -1.15 0.58
C -0.99 -2.45 -0.80
H 2.45 -1.00 1.29
H 1.32 0.52 2.08
H 2.89 0.76 1.11
H 0.10 1.74 -1.77
H 0.40 2.64 -0.25
H -1.92 2.74 0.05
H -0.27 -3.13 -0.67
H -0.75 -1.87 -1.68
H -2.01 -2.75 -0.73
*
```

Here are the Mulliken charges for atoms 1 to 2, given in e: C -0.961; P 0.055

---

ORCA calculation (the ωB97M-V functional and the def2-TZVPD basis) on a molecular structure, C27H23Br3GaN4OS.

Results
Gap between HOMO and LUMO   5.284 eV
LUMO energy   2.352 eV
Energy relative to the best compared isomer or geometry (same formula, charge and spin)   72.10 kJ/mol
Electronic energy   -11382.032893 hartree

```
! wB97M-V def2-TZVPD RIJCOSX def2/J DEFGRID3
* xyz -1 1
Ga -0.58 -0.41 -0.15
S 1.37 -3.45 -2.80
C 0.66 -4.31 -1.49
C 0.07 -3.47 -0.60
C 0.18 -2.09 -0.94
C 0.84 -1.95 -2.13
C 1.08 -0.64 -2.72
C 1.72 -0.43 -3.95
C 1.91 0.87 -4.38
C 1.48 1.93 -3.59
C 0.85 1.63 -2.40
N 0.65 0.39 -1.98
H 0.72 -5.38 -1.46
H -0.43 -3.82 0.29
H 2.05 -1.27 -4.54
H 2.41 1.06 -5.33
H 1.62 2.96 -3.90
H 0.49 2.40 -1.72
Br 1.10 -0.93 3.99
C 0.27 0.70 3.48
C -0.26 1.52 4.48
C -0.88 2.68 4.14
Br -1.63 3.74 5.53
C -0.96 3.10 2.79
C -1.58 4.30 2.37
C -1.55 4.64 1.05
C -0.87 3.79 0.15
N -0.31 2.67 0.50
C -0.38 2.28 1.79
C 0.19 0.99 2.13
O 0.62 0.17 1.22
H -0.19 1.21 5.51
H -2.07 4.93 3.10
H -2.03 5.54 0.69
H -0.80 4.07 -0.90
C -4.63 0.13 0.13
C -3.33 0.08 -0.70
C -3.36 1.27 -1.68
C -3.35 -1.21 -1.54
N -2.22 0.19 0.20
H -5.52 0.11 -0.51
H -4.63 1.04 0.73
H -4.65 -0.73 0.81
H -4.25 1.25 -2.34
H -2.46 1.26 -2.31
H -3.36 2.20 -1.12
H -4.25 -1.29 -2.16
H -3.31 -2.08 -0.87
H -2.48 -1.25 -2.20
Br 3.98 -0.48 -0.93
C 4.00 -1.82 0.43
C 5.22 -2.24 0.92
C 5.20 -3.22 1.90
C 3.98 -3.71 2.34
C 2.82 -3.20 1.77
N 2.83 -2.26 0.82
H 6.14 -1.82 0.55
H 6.13 -3.58 2.33
H 3.92 -4.47 3.10
H 1.84 -3.54 2.07
*
```

Here are the Mulliken charges for atoms 1 to 2, given in e: Ga -0.754; S -0.319